# 1
Density functional theory data (ωB97M-V with the def2-TZVPD basis set) for a structure of composition C37H37CsN2O2SSi in a non-equilibrium geometry.

As for the net charge: -2. The energy above the lowest of the compared OMol25 structures with the same formula, charge and spin is 0.542 eV. For the HOMO energy, the calculation gives -0.80 eV.

Geometry as XYZ:
```
81
Properties=species:S:1:pos:R:3:forces:R:3
Cs 0.8097 0.2284 -1.2386 1.49 -1.64 0.52
S 3.0821 -1.6872 -2.9767 0.57 0.17 -0.16
Si 4.1487 -4.4333 -4.7614 0.20 -0.47 -0.37
O -0.4556 2.0713 -2.5930 -0.64 0.82 -0.63
O -1.3468 1.6564 -0.5944 -0.63 0.24 0.18
N -2.8069 3.4946 0.4171 -0.21 0.20 0.04
N 0.7635 -2.9049 -2.7939 -0.04 0.01 -0.01
C -2.9743 4.1505 1.6234 0.02 0.13 0.02
C -2.8399 1.8723 2.6562 0.01 0.10 0.03
C 5.6110 -3.2656 -4.5533 -0.19 0.01 0.07
C -3.1384 3.1809 5.3144 0.01 0.03 -0.13
C -1.3779 -4.2242 5.1572 -0.02 -0.01 0.01
C 2.4364 -4.1501 -4.0342 0.05 0.37 0.21
C 1.6393 1.7883 2.4526 -0.12 -0.12 -0.07
C 1.4943 -5.1449 -4.2375 0.14 -0.03 -0.05
C 0.1122 -1.2504 2.4408 0.27 0.37 -0.36
C -0.1308 -3.6388 5.3624 -0.04 -0.03 0.01
C 2.4557 2.8602 2.1674 0.08 -0.01 -0.13
C 3.9442 1.4214 0.9717 -0.07 0.11 -0.09
C -3.2063 6.1421 2.9654 0.00 -0.03 0.03
C -4.3229 5.2368 -2.4801 0.04 -0.01 -0.02
C 1.2754 -0.6229 2.6008 -0.25 -0.42 0.31
C -1.6349 -2.8822 3.1734 0.08 0.09 -0.05
C -3.1278 3.9826 4.0352 -0.02 0.10 0.07
C -1.2891 2.2804 -1.6920 -0.31 0.41 -0.20
C -2.9931 3.3637 2.7937 -0.03 -0.08 -0.02
C 3.9325 -4.7146 -6.6364 -0.01 0.08 0.15
C -2.1235 -3.8367 4.0539 -0.05 -0.08 0.07
C 2.0278 -2.9903 -3.2861 -0.21 -0.36 -0.09
C 3.6364 2.6984 1.4399 0.01 0.08 0.00
C 0.2041 -5.0358 -3.7304 -0.08 -0.12 -0.04
C 3.1392 0.3346 1.2451 -0.08 -0.16 0.11
C 4.7489 -6.1491 -4.1811 -0.08 0.15 0.01
C 1.9640 0.4534 2.0487 0.31 0.42 0.15
C 0.3532 -2.6859 4.4865 -0.03 0.04 -0.08
C -3.6011 4.6745 -3.5246 -0.04 0.03 -0.03
C -3.2523 5.3693 4.1136 0.01 0.04 0.00
C -4.0616 4.8789 -1.1690 0.03 0.03 0.09
C -2.3425 3.3585 -1.9297 0.09 -0.10 0.02
C -2.6208 3.7369 -3.2339 -0.03 0.08 -0.02
C -3.0543 5.5430 1.7283 -0.06 -0.02 -0.08
C -3.0620 3.9437 -0.8669 -0.05 -0.04 0.01
C -0.0932 -3.8913 -3.0128 0.06 0.02 0.00
C -0.3877 -2.2768 3.3662 -0.10 -0.31 0.24
H 0.4648 -3.9377 6.2190 0.02 0.02 -0.01
H -2.9649 6.1517 0.8399 -0.02 -0.01 -0.03
H 4.9727 -6.1814 -3.1123 -0.04 0.04 0.00
H 1.7625 -6.0360 -4.8018 0.01 0.00 0.00
H 3.1836 -5.4899 -6.8218 -0.02 0.04 0.01
H 5.8423 -3.1210 -3.4988 -0.02 0.02 0.03
H 4.8743 -5.0551 -7.0774 0.02 0.02 0.02
H 5.6564 -6.4304 -4.7239 0.01 0.04 0.00
H -2.2515 2.6305 0.3870 0.07 -0.04 0.02
H 2.1670 3.8509 2.5045 -0.02 -0.01 0.03
H -5.1083 5.9551 -2.6880 0.00 0.00 0.02
H 1.3209 -2.2230 4.6349 0.02 0.03 -0.02
H -2.2300 2.5842 5.4118 -0.03 -0.04 0.03
H -2.2277 -2.5951 2.3109 0.01 0.03 -0.01
H -3.4967 1.4863 1.8740 0.01 0.00 -0.01
H -3.3628 5.8421 5.0832 0.01 -0.02 0.00
H 3.9939 -6.9128 -4.3882 0.00 0.02 0.04
H 4.2834 3.5424 1.2340 -0.02 -0.01 -0.04
H -3.0671 1.3532 3.5837 0.04 -0.04 -0.01
H -4.6557 5.2961 -0.3676 0.00 0.02 0.01
H 0.7348 1.9358 3.0328 0.02 0.01 0.03
H -0.5766 -1.0433 1.6059 -0.05 0.02 0.01
H -1.0834 -3.7570 -2.5821 0.00 -0.01 -0.01
H 5.3791 -2.2825 -4.9587 -0.02 0.03 0.01
H 4.8309 1.2790 0.3620 0.01 -0.05 0.02
H -1.7584 -4.9710 5.8451 0.01 0.01 -0.01
H -1.8177 1.6125 2.3650 -0.01 -0.08 0.01
H -3.8099 4.9566 -4.5494 0.02 -0.01 0.00
H -0.5332 -5.8140 -3.8817 -0.01 0.02 0.01
H -2.0397 3.2765 -4.0225 0.04 -0.03 0.04
H 3.6185 -3.8122 -7.1659 -0.02 0.01 0.04
H -3.0959 -4.2863 3.8817 0.00 0.02 -0.04
H -3.2032 3.8490 6.1729 0.00 -0.01 0.02
H -3.2679 7.2222 3.0338 0.00 0.00 0.00
H 3.4231 -0.6476 0.8825 0.00 0.01 0.00
H 6.4986 -3.6633 -5.0616 -0.13 -0.11 -0.02
H -3.9913 2.4993 5.3491 0.03 -0.04 0.03
```
Forces are in eV/Å.

# 2
Density functional theory data (ωB97M-V with the def2-TZVPD basis set) for a structure of composition C37H37N3O3S in a non-equilibrium geometry.

As for the net charge: 0. The energy above the lowest of the compared OMol25 structures with the same formula, charge and spin is 0.000 eV. For the HOMO energy, the calculation gives -7.91 eV.

Geometry as XYZ:
```
81
Properties=species:S:1:pos:R:3:forces:R:3
S 4.9917 -0.9810 3.4637 -0.12 -1.78 0.90
O 5.4137 -1.9592 2.4802 0.09 0.65 -0.18
O -3.7280 2.6481 1.1420 1.20 -1.44 0.01
O 5.8383 0.1708 3.7188 -0.71 -0.49 -0.35
N -1.1451 0.2893 1.6967 0.11 0.36 -0.05
N 3.5329 6.2852 1.8442 -0.11 -2.96 0.86
N -3.3485 0.3602 1.1862 -0.07 0.59 0.21
C -2.2380 -1.7663 0.7287 0.04 0.09 -0.26
C 2.4888 3.2070 3.2977 0.03 -0.33 0.44
C 4.2761 1.4941 1.9584 -0.08 0.47 -0.26
C 0.6036 -1.3032 2.3582 -2.13 2.16 -0.26
C -0.6488 4.6047 1.0032 -0.32 0.48 -0.04
C 2.4745 -6.0106 3.2052 -0.14 0.41 -0.43
C 3.9622 -3.3973 6.6398 0.19 0.42 -0.17
C 2.6237 -7.4892 3.4159 -0.03 -0.14 0.08
C 2.1359 -3.1963 2.6982 0.60 -1.63 0.46
C -4.7499 0.0134 1.1391 -0.17 -0.26 0.10
C -1.2166 4.1000 2.1765 0.19 0.20 0.09
C 3.5053 5.1524 2.1590 0.28 2.79 -0.62
C 0.1576 -0.0718 1.9004 0.37 -1.53 0.51
C 1.2306 -3.9305 3.5034 0.17 0.04 -0.25
C 1.3940 -5.3004 3.7457 0.25 0.22 -0.18
C -1.0368 2.6449 2.5434 -0.16 -0.04 0.32
C 6.0737 -1.7378 5.8428 0.17 -0.13 -0.13
C 3.3811 -5.3099 2.3987 -0.26 0.27 0.31
C -2.1874 6.2727 2.6405 0.23 -0.24 0.15
C -2.3375 -0.5759 1.6829 0.12 -0.08 0.04
C 3.2143 -0.5598 3.1511 -0.63 0.34 3.37
C 3.4881 3.7460 2.4750 -0.26 -0.42 0.03
C 4.4182 2.8899 1.8663 -0.13 -0.24 -0.05
C -1.9381 4.9518 3.0217 0.03 -0.11 -0.56
C 6.1665 -2.4557 7.0312 -0.15 -0.07 -0.01
C 3.2289 -3.9359 2.1970 -0.21 -0.07 -0.29
C -0.9112 5.9251 0.6113 -0.05 -0.09 0.37
C -1.6921 6.7562 1.4256 -0.02 -0.26 0.07
C 4.9428 -1.8873 5.0438 -0.38 0.81 0.20
C -1.4620 1.6897 1.4111 0.30 0.19 0.01
C -2.7073 -1.0698 3.0873 -0.21 0.12 0.10
C 3.8383 -2.6230 5.4797 0.47 -0.23 -0.11
C -2.9725 1.6767 1.2268 -0.82 0.62 -0.06
C 5.1195 -3.2993 7.4182 0.03 0.01 -0.14
C 1.9601 -1.7731 2.3252 4.02 2.01 -1.66
C 3.3046 0.9272 2.8234 -0.67 0.57 -0.71
C 2.4389 1.8249 3.4944 0.54 -0.29 -0.19
H 3.1847 -7.9477 2.5953 -0.05 0.07 0.17
H 0.3576 -3.4497 3.9357 0.12 0.00 -0.03
H 2.8288 -0.5983 4.2561 0.57 0.23 -1.94
H 1.6470 -7.9796 3.4730 0.13 0.05 0.03
H 0.0171 2.4517 2.8252 -0.57 -0.02 -0.22
H -0.1907 -1.9678 2.7197 0.77 0.12 -0.29
H 3.1563 -7.6902 4.3528 -0.05 -0.04 -0.14
H 1.8048 3.8466 3.8736 0.30 -0.18 -0.55
H 5.1970 -3.8644 8.3468 0.00 0.08 -0.26
H -0.5046 6.3124 -0.3227 -0.07 -0.12 0.24
H 4.9589 0.9068 1.3189 -0.44 0.08 0.77
H -0.9875 1.9905 0.4596 -0.19 0.00 0.28
H -4.9048 -0.8558 0.4957 0.00 0.10 0.02
H -5.2991 0.8641 0.7388 0.10 -0.04 0.02
H -3.0806 -0.2338 3.6919 0.10 -0.17 -0.06
H 5.2722 3.3498 1.3455 -0.63 -0.45 -0.03
H -1.9267 7.7777 1.1199 0.17 -0.31 0.06
H 6.8616 -1.0487 5.5250 -0.24 -0.37 0.12
H 3.1541 -4.0688 6.9195 0.08 0.24 0.09
H 0.8823 0.7272 1.7048 -0.32 -0.34 -0.24
H -5.1488 -0.2168 2.1358 0.06 0.07 -0.13
H 7.0649 -2.3580 7.6438 -0.34 -0.04 -0.11
H -0.0247 3.9620 0.3763 -0.21 0.23 0.14
H -1.6724 2.4219 3.4236 0.39 0.03 -0.29
H 1.7392 1.3799 4.2026 0.04 0.30 -0.13
H -1.8458 -1.5068 3.5969 -0.18 0.04 -0.08
H -2.3336 4.5286 3.9476 0.01 0.30 -0.22
H -3.4914 -1.8320 2.9998 0.15 0.17 0.21
H -2.1712 -1.4139 -0.3073 0.13 -0.07 0.21
H 0.6468 -5.8488 4.3274 0.23 0.30 -0.11
H 3.9738 -3.4274 1.5986 -0.14 0.01 -0.03
H -3.1526 -2.3618 0.8246 0.22 0.02 -0.04
H -2.7557 6.9133 3.3174 0.12 -0.10 -0.32
H -1.3787 -2.4003 0.9593 -0.16 0.08 -0.06
H 2.9081 -2.5976 4.9138 0.36 -0.32 0.19
H 2.5873 -1.4787 1.4023 -1.75 -1.28 0.76
H 4.2003 -5.8517 1.9058 -0.32 0.35 0.32
```
Forces are in eV/Å.